(1)
{"formula": "C5H6O", "method": "ωB97M-V/def2-TZVPD", "species": ["C", "C", "C", "C", "C", "O", "H", "H", "H", "H", "H", "H"], "coordinates": [[-0.32, -1.38, 2.21], [-0.21, -1.15, 0.92], [-0.10, -0.82, -0.30], [-0.07, -0.11, -1.41], [-0.51, 1.34, -1.25], [0.38, 2.04, -0.41], [-0.02, -2.30, 2.68], [-0.73, -0.60, 2.86], [0.32, -0.48, -2.35], [-1.53, 1.34, -0.84], [-0.51, 1.86, -2.20], [0.51, 1.47, 0.37]], "charge": 0, "largest_force_ev_per_a": 0.43, "gap_ev": 9.289, "de_lowest_ev": 2.850}

---

(2)
{"formula": "C4H2AuO2", "method": "ωB97M-V/def2-TZVPD", "species": ["O", "C", "H", "C", "C", "C", "O", "Au", "H"], "coordinates": [[2.43, 0.32, 1.10], [1.52, -0.27, 0.51], [1.58, -1.38, 0.35], [-0.94, -0.84, -1.02], [-0.60, 0.49, -0.77], [0.20, 0.24, 0.29], [-0.22, 1.84, 0.12], [-2.40, -1.62, -0.21], [-0.44, -1.30, -1.89]], "multiplicity": 3, "charge": 1, "largest_force_ev_per_a": 5.88, "gap_ev": [7.038, 7.496], "de_lowest_ev": 3.654}

---

(3)
{"formula": "C51H42AsHfN7P", "method": "ωB97M-V/def2-TZVPD", "species": ["Hf", "C", "C", "C", "C", "N", "C", "N", "C", "N", "C", "N", "C", "C", "C", "C", "C", "N", "C", "C", "C", "C", "C", "C", "H", "H", "H", "H", "H", "H", "H", "H", "H", "H", "H", "H", "C", "C", "As", "C", "C", "C", "C", "C", "C", "C", "C", "C", "C", "C", "C", "P", "C", "C", "C", "C", "C", "C", "C", "C", "C", "C", "C", "C", "H", "H", "H", "H", "H", "H", "H", "H", "H", "H", "H", "H", "H", "H", "H", "H", "H", "H", "H", "H", "H", "H", "H", "H", "N", "C", "N", "C", "C", "C", "C", "C", "C", "H", "H", "H", "H", "H", "H"], "coordinates": [[1.52, -1.39, 0.79], [2.30, -0.55, 5.02], [1.56, -1.49, 5.74], [0.68, -2.31, 5.06], [0.55, -2.20, 3.68], [1.35, -1.36, 2.97], [2.19, -0.52, 3.67], [-0.50, -2.90, 3.12], [-0.77, -3.08, 1.89], [0.07, -2.79, 0.78], [-0.66, -3.07, -0.41], [-0.25, -2.97, -1.61], [0.96, -2.49, -2.08], [1.19, -2.74, -3.44], [2.32, -2.27, -4.06], [3.26, -1.56, -3.30], [3.00, -1.35, -1.98], [1.86, -1.78, -1.35], [-1.99, -3.55, -0.02], [-3.07, -3.91, -0.80], [-4.22, -4.32, -0.13], [-4.27, -4.38, 1.26], [-3.17, -4.02, 2.04], [-2.04, -3.59, 1.37], [2.95, 0.15, 5.52], [1.65, -1.56, 6.82], [0.05, -3.02, 5.57], [2.75, 0.19, 3.08], [0.43, -3.30, -3.97], [2.50, -2.46, -5.11], [4.17, -1.18, -3.74], [3.73, -0.82, -1.38], [-3.02, -3.87, -1.88], [-5.09, -4.61, -0.71], [-5.18, -4.70, 1.74], [-3.20, -4.08, 3.12], [-1.49, 1.82, 1.26], [-1.48, 3.15, 0.53], [-3.25, 4.04, 0.82], [-3.06, 5.36, -0.60], [-4.23, 5.82, -1.20], [-4.18, 6.75, -2.23], [-2.95, 7.25, -2.65], [-1.78, 6.81, -2.05], [-1.84, 5.87, -1.02], [-4.28, 2.72, -0.19], [-3.94, 2.35, -1.49], [-4.74, 1.47, -2.20], [-5.90, 0.96, -1.62], [-6.25, 1.32, -0.33], [-5.44, 2.20, 0.38], [0.00, 0.79, 0.84], [1.49, 1.78, 1.16], [1.51, 2.85, 2.05], [2.68, 3.56, 2.26], [3.86, 3.20, 1.61], [3.87, 2.09, 0.78], [2.70, 1.38, 0.58], [-0.11, 0.64, -0.98], [0.67, 1.28, -1.94], [0.37, 1.15, -3.28], [-0.74, 0.40, -3.68], [-1.55, -0.21, -2.73], [-1.23, -0.10, -1.39], [-2.33, 1.21, 0.94], [-1.55, 1.92, 2.34], [-1.35, 3.02, -0.55], [-0.71, 3.82, 0.89], [-5.19, 5.44, -0.88], [-5.09, 7.10, -2.68], [-2.91, 7.98, -3.44], [-0.83, 7.20, -2.37], [-0.91, 5.56, -0.55], [-3.06, 2.77, -1.97], [-4.49, 1.21, -3.22], [-6.54, 0.29, -2.19], [-7.15, 0.94, 0.12], [-5.71, 2.49, 1.39], [0.61, 3.14, 2.58], [2.67, 4.42, 2.93], [4.76, 3.79, 1.75], [4.79, 1.80, 0.28], [2.72, 0.53, -0.10], [1.50, 1.92, -1.65], [0.97, 1.65, -4.02], [-0.99, 0.32, -4.73], [-2.43, -0.77, -3.03], [-1.88, -0.56, -0.65], [5.85, -2.00, 1.25], [4.79, -1.22, 1.44], [3.66, -1.83, 1.11], [4.04, -3.14, 0.69], [3.27, -4.23, 0.27], [3.96, -5.37, -0.10], [5.36, -5.44, -0.06], [6.12, -4.37, 0.38], [5.42, -3.24, 0.76], [6.80, -1.75, 1.47], [4.86, -0.21, 1.80], [2.19, -4.22, 0.25], [3.40, -6.24, -0.43], [5.85, -6.35, -0.38], [7.20, -4.43, 0.42]], "charge": 3, "largest_force_ev_per_a": 1.60, "gap_ev": 4.649}

---

(4)
{"formula": "C6H14N2O", "method": "ωB97M-V/def2-TZVPD", "species": ["C", "C", "N", "C", "N", "H", "H", "H", "H", "H", "H", "H", "H", "C", "C", "C", "O", "H", "H", "H", "H", "H", "H"], "coordinates": [[0.20, 2.21, -0.38], [-2.35, 0.79, -0.49], [-0.01, 1.02, -1.19], [-1.07, 0.21, -1.01], [-1.02, -0.99, -1.60], [0.84, 0.49, -1.37], [-1.85, -1.55, -1.46], [-0.60, 2.93, -0.55], [0.24, 1.95, 0.68], [1.14, 2.66, -0.67], [-3.11, 0.02, -0.42], [-2.18, 1.21, 0.50], [-2.70, 1.58, -1.16], [2.00, -1.06, 1.99], [1.33, -1.30, 0.70], [1.46, -1.75, -0.49], [-0.27, -0.48, 1.09], [-0.87, -1.24, 1.12], [1.47, -1.57, 2.80], [3.03, -1.41, 1.94], [1.99, 0.00, 2.24], [2.35, -2.14, -0.95], [-0.01, -1.55, -1.32]], "charge": 0, "largest_force_ev_per_a": 1.96, "gap_ev": 8.472, "de_lowest_ev": 4.698}

---

(5)
{"formula": "C46H45As2CrFN8O5S", "method": "ωB97M-V/def2-TZVPD", "species": ["Cr", "C", "As", "C", "C", "C", "C", "C", "C", "C", "As", "C", "C", "H", "H", "H", "H", "H", "H", "H", "H", "H", "H", "H", "H", "H", "H", "H", "H", "F", "C", "C", "C", "C", "O", "C", "C", "N", "C", "C", "C", "C", "C", "C", "N", "C", "C", "N", "C", "C", "C", "O", "O", "H", "H", "H", "H", "H", "H", "H", "H", "H", "H", "H", "H", "H", "H", "H", "H", "H", "H", "O", "S", "O", "N", "C", "C", "C", "C", "C", "C", "C", "C", "N", "C", "C", "C", "C", "C", "C", "C", "H", "H", "H", "H", "H", "H", "H", "H", "H", "H", "H", "N", "C", "C", "C", "N", "C", "N"], "coordinates": [[0.00, 0.15, -0.34], [1.34, -1.16, 2.92], [-0.30, -0.88, 1.93], [-0.95, -2.71, 1.99], [-1.41, 0.04, 3.25], [-0.78, 0.66, 4.33], [-1.52, 1.32, 5.30], [-2.90, 1.35, 5.21], [-3.53, 0.76, 4.12], [-2.80, 0.12, 3.13], [-3.72, -0.65, 1.57], [-5.08, -1.66, 2.56], [-4.84, 0.88, 1.06], [1.95, -1.88, 2.35], [1.09, -1.57, 3.90], [1.91, -0.24, 3.02], [-1.18, -2.97, 3.02], [-0.14, -3.35, 1.62], [-1.82, -2.84, 1.35], [0.30, 0.65, 4.42], [-1.00, 1.80, 6.12], [-3.48, 1.85, 5.97], [-4.61, 0.81, 4.05], [-5.68, -1.00, 3.19], [-4.59, -2.41, 3.18], [-5.73, -2.17, 1.85], [-4.90, 1.60, 1.88], [-5.84, 0.50, 0.83], [-4.42, 1.37, 0.19], [-2.90, 4.39, 3.69], [-2.70, 4.59, 2.35], [-2.23, 3.52, 1.63], [-2.00, 3.65, 0.24], [-1.52, 2.58, -0.54], [-1.49, 1.38, 0.00], [-1.01, 2.88, -1.85], [-1.23, 4.11, -2.37], [-1.88, 5.10, -1.69], [-2.11, 6.37, -2.32], [-3.53, 6.77, -2.60], [-2.62, 6.37, -3.73], [-2.20, 4.94, -0.34], [-2.66, 5.99, 0.42], [-2.94, 5.84, 1.80], [-3.46, 6.99, 2.48], [-3.30, 7.18, 3.90], [-4.39, 6.53, 4.75], [-5.73, 7.00, 4.23], [-5.89, 6.71, 2.76], [-4.76, 7.43, 2.03], [-0.14, 1.97, -2.67], [0.13, 2.25, -3.83], [0.34, 0.92, -2.07], [-2.01, 2.58, 2.12], [-0.84, 4.36, -3.34], [-1.42, 7.16, -2.04], [-3.80, 7.81, -2.49], [-4.29, 6.06, -2.30], [-2.25, 7.14, -4.39], [-2.79, 5.41, -4.19], [-2.74, 6.98, -0.01], [-3.30, 8.26, 4.10], [-2.33, 6.79, 4.22], [-4.33, 6.81, 5.80], [-4.39, 5.45, 4.64], [-5.80, 8.02, 4.36], [-6.49, 6.58, 4.77], [-6.88, 7.04, 2.46], [-5.80, 5.63, 2.64], [-4.87, 8.51, 2.18], [-4.86, 7.23, 0.96], [3.21, -2.78, 0.28], [2.85, -1.55, -0.38], [3.20, -0.31, 0.25], [1.25, -1.48, -0.65], [0.62, -2.59, -1.24], [1.16, -3.82, -1.55], [0.38, -4.82, -2.17], [-0.93, -4.62, -2.51], [-1.52, -3.37, -2.22], [-2.84, -3.03, -2.58], [-3.33, -1.78, -2.31], [-2.50, -0.86, -1.64], [-1.28, -1.16, -1.28], [-0.75, -2.38, -1.58], [3.55, -1.58, -2.00], [3.17, -0.60, -2.91], [3.71, -0.63, -4.19], [4.62, -1.62, -4.54], [4.99, -2.59, -3.63], [4.45, -2.58, -2.34], [2.18, -4.05, -1.30], [0.85, -5.77, -2.39], [-1.51, -5.39, -3.00], [-3.46, -3.77, -3.07], [-4.34, -1.49, -2.58], [-2.84, 0.13, -1.38], [2.44, 0.15, -2.64], [3.41, 0.13, -4.90], [5.03, -1.63, -5.54], [5.70, -3.36, -3.91], [4.72, -3.32, -1.61], [1.11, 1.49, 0.61], [1.69, 2.21, 1.31], [2.36, 3.04, 2.19], [2.99, 4.23, 1.75], [3.50, 5.20, 1.38], [2.27, 2.71, 3.56], [2.16, 2.41, 4.67]], "multiplicity": 5, "charge": 0, "largest_force_ev_per_a": 0.81, "gap_ev": [3.461, 5.699], "de_lowest_ev": 0.903}

---

(6)
{"formula": "C5H8N2", "method": "ωB97M-V/def2-TZVPD", "species": ["C", "C", "N", "C", "H", "H", "H", "H", "H", "C", "C", "N", "H", "H", "H"], "coordinates": [[1.30, 1.53, 0.21], [0.64, 0.41, -0.50], [0.66, -0.84, -0.43], [0.23, -0.23, -1.74], [2.30, 1.57, -0.24], [1.39, 1.31, 1.27], [0.82, 2.50, 0.07], [-0.81, -0.32, -2.05], [0.98, -0.33, -2.53], [-1.22, -1.92, 1.15], [-1.36, -0.66, 1.43], [-1.44, 0.57, 1.53], [-1.99, -2.42, 0.59], [-0.28, -2.43, 1.35], [-1.05, 0.95, 0.65]], "charge": 0, "largest_force_ev_per_a": 0.85, "gap_ev": 9.803, "de_lowest_ev": 3.982}

---

(7)
{"formula": "C27H26FeI2N5OS", "method": "ωB97M-V/def2-TZVPD", "species": ["Fe", "N", "C", "S", "N", "N", "C", "C", "C", "C", "C", "C", "C", "C", "C", "C", "C", "C", "N", "H", "H", "H", "H", "H", "H", "H", "H", "H", "H", "H", "I", "C", "I", "H", "H", "C", "O", "H", "H", "H", "C", "C", "C", "C", "C", "C", "N", "C", "C", "C", "C", "C", "C", "H", "H", "H", "H", "H", "H", "H", "H", "H", "H"], "coordinates": [[-0.35, 0.09, 0.33], [3.99, 2.13, 0.69], [3.22, 1.09, 0.22], [3.17, 0.79, -1.47], [2.59, 0.41, 1.15], [1.67, -0.47, 0.64], [1.95, -1.71, 0.54], [3.26, -2.29, 0.91], [4.12, -2.75, -0.09], [5.35, -3.29, 0.25], [5.72, -3.38, 1.58], [4.87, -2.92, 2.58], [3.65, -2.37, 2.24], [0.88, -2.57, -0.02], [1.00, -3.95, -0.08], [-0.01, -4.70, -0.65], [-1.13, -4.05, -1.14], [-1.19, -2.67, -1.04], [-0.22, -1.94, -0.50], [4.73, 2.41, 0.07], [4.24, 2.07, 1.67], [3.83, -2.65, -1.13], [6.02, -3.63, -0.53], [6.68, -3.80, 1.85], [5.17, -2.97, 3.62], [2.98, -1.98, 3.01], [1.89, -4.41, 0.31], [0.07, -5.77, -0.70], [-1.95, -4.59, -1.60], [-2.06, -2.13, -1.39], [-3.18, 0.53, -0.57], [-3.93, -0.34, 1.22], [-4.22, -2.43, 1.09], [-4.87, 0.13, 1.44], [-3.14, -0.18, 1.95], [-0.40, -0.45, 3.23], [-1.06, -0.16, 2.03], [-0.86, 0.09, 4.06], [0.66, -0.18, 3.20], [-0.46, -1.53, 3.46], [0.58, 3.16, -4.15], [0.17, 1.86, -3.84], [-0.05, 1.51, -2.53], [0.10, 2.45, -1.49], [0.52, 3.75, -1.82], [0.76, 4.09, -3.14], [-0.09, 2.04, -0.20], [-0.31, 2.99, 0.81], [0.34, 2.82, 2.04], [0.09, 3.71, 3.07], [-0.82, 4.75, 2.90], [-1.47, 4.91, 1.69], [-1.22, 4.04, 0.64], [0.77, 3.43, -5.18], [0.06, 1.12, -4.62], [-0.31, 0.48, -2.28], [0.71, 4.46, -1.03], [1.11, 5.08, -3.38], [1.06, 2.02, 2.13], [0.61, 3.59, 4.01], [-1.02, 5.43, 3.72], [-2.19, 5.71, 1.56], [-1.74, 4.14, -0.30]], "multiplicity": 6, "charge": 0, "largest_force_ev_per_a": 0.24, "gap_ev": [6.539, 5.167], "de_lowest_ev": 0.060}

---

(8)
{"formula": "C24H32B3F24NO7", "method": "ωB97M-V/def2-TZVPD", "species": ["C", "C", "C", "N", "B", "O", "B", "O", "B", "O", "C", "C", "C", "C", "C", "C", "O", "H", "H", "H", "H", "H", "H", "H", "H", "H", "H", "H", "H", "H", "H", "H", "H", "H", "H", "H", "H", "F", "C", "F", "C", "F", "F", "C", "O", "C", "F", "F", "C", "F", "F", "H", "H", "H", "H", "F", "C", "F", "C", "F", "F", "C", "O", "C", "F", "F", "C", "F", "F", "H", "H", "H", "H", "F", "C", "F", "C", "F", "F", "C", "O", "C", "F", "F", "C", "F", "F", "H", "H", "H", "H"], "coordinates": [[-1.89, 3.00, -0.34], [-2.41, 3.85, 1.01], [-2.64, 2.98, 2.38], [-2.55, 5.20, 0.85], [-3.88, 5.70, 1.41], [-3.77, 6.77, 2.47], [-4.60, 6.33, 3.61], [-6.04, 6.09, 3.34], [-6.23, 5.39, 2.04], [-7.61, 4.82, 1.83], [-8.54, 5.93, 1.60], [-10.13, 5.55, 1.70], [-10.94, 6.07, 0.35], [-10.47, 3.97, 1.97], [-9.99, 2.94, 0.76], [-9.99, 3.44, 3.49], [-5.22, 5.26, 0.97], [-0.85, 3.50, -0.62], [-1.65, 1.87, -0.06], [-2.66, 3.03, -1.22], [-2.89, 3.61, 3.33], [-1.61, 2.44, 2.61], [-3.41, 2.13, 2.13], [-4.22, 6.12, 4.71], [-8.28, 6.37, 0.52], [-8.37, 6.84, 2.35], [-10.59, 6.16, 2.62], [-10.17, 6.20, -0.55], [-11.77, 5.32, -0.01], [-11.33, 7.15, 0.58], [-11.66, 3.89, 2.00], [-8.86, 2.60, 0.93], [-10.67, 1.98, 0.83], [-10.10, 3.48, -0.29], [-9.56, 2.34, 3.35], [-9.13, 4.15, 3.93], [-10.93, 3.44, 4.22], [1.01, 0.83, 0.59], [2.14, 1.44, 0.16], [2.34, 1.00, -1.12], [3.35, 1.12, 1.03], [3.69, -0.19, 0.95], [4.43, 1.80, 0.52], [3.22, 1.53, 2.50], [2.80, 0.50, 3.41], [1.39, 0.28, 3.47], [0.76, 1.31, 2.86], [1.06, 0.36, 4.79], [0.98, -1.09, 2.92], [1.43, -1.28, 1.65], [-0.38, -1.21, 2.87], [1.95, 2.52, 0.11], [4.23, 1.79, 2.84], [2.64, 2.45, 2.63], [1.37, -1.90, 3.54], [3.89, -2.24, -2.50], [4.15, -2.30, -1.18], [5.40, -1.79, -1.01], [4.07, -3.72, -0.62], [5.04, -4.51, -1.14], [4.32, -3.66, 0.72], [2.71, -4.41, -0.80], [2.57, -5.27, -1.93], [2.26, -4.62, -3.16], [1.87, -3.35, -2.89], [1.16, -5.25, -3.65], [3.40, -4.69, -4.19], [4.56, -4.21, -3.69], [3.11, -3.95, -5.29], [3.45, -1.63, -0.66], [2.59, -5.09, 0.06], [1.87, -3.71, -0.71], [3.57, -5.72, -4.50], [9.36, -5.47, -4.92], [8.66, -4.38, -4.54], [9.44, -3.31, -4.83], [8.29, -4.40, -3.06], [9.40, -4.32, -2.27], [7.56, -3.27, -2.79], [7.44, -5.60, -2.61], [8.15, -6.71, -2.04], [8.72, -7.61, -2.99], [8.19, -7.37, -4.21], [8.28, -8.85, -2.63], [10.26, -7.60, -2.98], [10.75, -6.35, -3.18], [10.76, -8.38, -3.98], [7.76, -4.31, -5.17], [6.81, -5.24, -1.79], [6.73, -5.92, -3.38], [10.64, -7.97, -2.03]], "charge": 0, "largest_force_ev_per_a": 6.18, "gap_ev": 9.512}